Below is C5H13N2O as an isolated structure, with properties calculated with ωB97M-V/def2-TZVPD.

Results
charge = -1
orbital gap = 6.7488 eV
energy above the lowest of the compared OMol25 structures with the same formula, charge and spin = 146.2 kJ/mol
energy = -383.0082 hartree

Last column: natural (NBO) charge in e.
Geometry (Å):
C 1.8065 0.0976 -0.9218  -0.021
O 1.4109 0.3673 0.3848  -0.883
C 0.7389 0.4355 -1.9709  -0.250
N 1.2469 0.1902 -3.3256  -0.865
H 2.7494 0.6558 -1.1774  0.124
H 2.0721 -1.0081 -1.0381  0.097
H -0.1868 -0.1318 -1.7221  0.167
H 0.5137 1.5062 -1.8224  0.180
H 1.1977 -0.8430 -3.5498  0.348
H 0.7430 0.7321 -4.0682  0.349
C -2.5218 -1.0798 0.4280  -0.681
C -1.8270 -0.4930 1.5020  0.060
N -0.6869 0.3213 1.5701  -0.685
C -0.0519 0.5423 2.8679  -0.404
H -2.3049 -0.9530 -0.6379  0.180
H -3.2995 -1.8327 0.6496  0.175
H -2.1933 -0.7000 2.5000  0.136
H 0.2325 0.3339 0.7451  0.460
H -0.4101 1.5211 3.3247  0.146
H -0.2294 -0.2967 3.5729  0.150
H 1.0000 0.6349 2.6891  0.219

Below is C20H12N3O6SSbSe4Ta as an isolated structure, with properties calculated with ωB97M-V/def2-TZVPD.

Results
charge = -1
orbital gap = 6.5546 eV
energy above the lowest of the compared OMol25 structures with the same formula, charge and spin = 0.0 kJ/mol
energy = -11686.4684 hartree

Last column: natural (NBO) charge in e.
Geometry (Å):
Ta -0.5238 1.1739 0.7890  1.459
O -1.4409 0.7697 2.6195  -0.692
C -2.2106 -0.1215 2.0745  0.757
O -1.7176 -0.9115 1.2458  -0.639
C -3.6692 0.1036 2.1742  -0.108
C -4.5795 -0.6323 2.9089  -0.203
C -5.9240 -0.2937 2.8604  -0.238
C -6.3312 0.7690 2.0643  -0.200
C -5.4145 1.4949 1.3183  -0.217
C -4.0583 1.1761 1.3603  -0.139
S -2.8886 2.1138 0.4180  -0.157
H -4.2397 -1.4624 3.5153  0.215
H -6.6478 -0.8560 3.4353  0.209
H -7.3799 1.0358 2.0197  0.209
H -5.7423 2.3171 0.6950  0.219
O 0.9619 -0.2378 0.1938  -0.705
C 1.6794 -0.0544 1.2353  0.776
O 1.1817 0.6539 2.1460  -0.647
C 3.0447 -0.6037 1.3083  -0.110
C 3.8394 -0.3191 2.4123  -0.132
C 5.1404 -0.7928 2.4673  -0.223
C 5.6447 -1.5516 1.4230  -0.185
C 4.8268 -1.8244 0.3401  0.081
C 3.5319 -1.3587 0.2496  -0.165
N 5.3620 -2.6489 -0.7601  0.523
O 6.5442 -2.9352 -0.7222  -0.392
O 4.5909 -3.0010 -1.6245  -0.354
H 3.4283 0.2863 3.2089  0.239
H 5.7672 -0.5649 3.3182  0.220
H 6.6558 -1.9301 1.4303  0.247
H 2.9282 -1.5480 -0.6253  0.284
N -1.3855 -3.6183 -3.5587  -0.303
C -1.2927 -2.5031 -3.2994  0.285
C -1.1908 -1.1027 -2.9982  -0.212
C -1.2941 -0.1454 -4.0066  -0.071
C -1.1972 1.1826 -3.6609  -0.237
C -1.0196 1.5191 -2.3313  0.128
N -0.9144 0.5976 -1.3633  -0.517
C -0.9843 -0.6955 -1.6929  0.137
H -1.4280 -0.4553 -5.0338  0.231
H -1.2129 1.9740 -4.3953  0.256
H -0.9334 2.5531 -2.0333  0.260
H -0.8819 -1.4135 -0.8935  0.248
Se 1.1526 4.1248 -3.6432  -0.704
Sb 2.7322 2.6669 -2.6206  1.075
Se 0.3899 3.2318 0.4180  -0.162
Se 2.4888 0.3208 -2.9140  -0.707
Se 4.6118 3.5171 -1.4722  -0.639

Below is a single C3H6N2O3 molecule, with properties calculated with ωB97M-V/def2-TZVPD.

Results
charge = 0
SMILES = [H]/N=C(/N)[C@@H](O)C(=O)O
orbital gap = 9.1343 eV
energy above the lowest of the compared OMol25 structures with the same formula, charge and spin = 332.0 kJ/mol
energy = -453.0746 hartree

Last column: natural (NBO) charge in e.
Geometry (Å):
C -0.5908 0.8585 0.1846  0.415
C 0.6035 0.1995 -0.2878  -0.099
C 0.2444 -1.2041 -0.6289  0.786
H -2.4413 1.4539 -0.3137  0.401
H -1.6192 0.9114 -1.6604  0.410
H -0.0937 0.3558 2.0097  0.347
H 1.0128 0.8316 -0.9807  0.221
H 2.4032 0.4253 0.9326  0.517
H 1.2651 -2.1889 0.8604  0.533
N -1.5121 1.3492 -0.7623  -0.808
N -1.0358 0.5701 1.5365  -0.695
O 1.4727 0.0014 0.8200  -0.777
O 0.7976 -2.2911 -0.0914  -0.658
O -0.5063 -1.2725 -1.6185  -0.592

Below is a 3-piece molecular cluster, C3H8NO3 overall, with properties calculated with ωB97M-V/def2-TZVPD.

Results
charge = +1
orbital gap = 10.3735 eV
energy above the lowest of the compared OMol25 structures with the same formula, charge and spin = 553.8 kJ/mol
energy = -399.1403 hartree

Last column: natural (NBO) charge in e.
Geometry (Å):
C -0.1984 1.7259 -2.2921  -0.279
C -0.3285 0.4399 -2.0649  -0.557
C 1.8456 -0.0560 0.9356  1.019
N 0.6714 -0.2048 0.4201  -0.854
O -0.2918 -1.4022 2.8298  -0.473
O 2.9070 -0.0233 1.3251  -0.272
O 0.9790 -1.5644 3.3635  -0.464
H 0.6314 1.9227 -3.1308  0.231
H -0.8401 2.5958 -1.8697  0.246
H -1.2327 0.1049 -1.4778  0.216
H 0.2127 -0.3241 -2.5727  0.239
H 0.4321 0.2476 -0.5298  0.475
H 0.9561 -2.2333 4.1413  0.493
H -0.1177 -0.7161 0.9077  0.506
H -0.6805 -0.5733 3.1982  0.472

Below is C7H8BBrF3N4Pt as an isolated structure, with properties calculated with ωB97M-V/def2-TZVPD.

Results
charge = -1
orbital gap = 7.7665 eV
energy above the lowest of the compared OMol25 structures with the same formula, charge and spin = 0.0 kJ/mol
energy = -3508.5103 hartree

Last column: natural (NBO) charge in e.
Geometry (Å):
Pt -0.1457 0.3234 0.0808  0.656
B 2.5721 -0.0949 2.6005  0.198
N 2.8688 0.0629 1.0700  -0.277
C 4.1006 0.1556 0.5613  -0.016
C 4.0210 0.0725 -0.8206  -0.367
C 2.6583 -0.0645 -1.0719  -0.023
N 1.9781 -0.0693 0.0759  -0.352
N 1.0386 -0.0641 2.9795  -0.284
C 0.6570 -0.1047 4.2639  -0.019
C -0.7224 -0.1204 4.3328  -0.368
C -1.1239 -0.0869 2.9982  -0.037
N -0.0591 -0.0703 2.2005  -0.331
H 3.1187 0.8250 3.1701  -0.059
H 3.0119 -1.1667 2.9661  -0.066
H 4.9528 0.2415 1.2155  0.212
H 4.8283 0.1026 -1.5316  0.218
H 2.1265 -0.1389 -2.0056  0.223
H 1.4027 -0.0953 5.0425  0.213
H -1.3405 -0.1401 5.2136  0.218
H -2.1108 -0.0827 2.5664  0.231
Br -0.0486 2.3659 -1.2934  -0.601
F -2.8975 1.2185 0.3023  -0.369
C -2.0773 0.2327 -0.1703  0.752
F -2.4055 0.1062 -1.4858  -0.361
F -2.5810 -0.9161 0.4218  -0.390

Below is an isolated ion of composition C2H5N2 and charge +1, with properties calculated with ωB97M-V/def2-TZVPD.

Results
charge = +1
SMILES = C#[N+]NC
orbital gap = 10.3608 eV
energy above the lowest of the compared OMol25 structures with the same formula, charge and spin = 237.8 kJ/mol
energy = -188.3249 hartree

Last column: natural (NBO) charge in e.
Geometry (Å):
C 1.3926 1.6186 0.3695  0.331
C -1.0011 -0.6494 -0.3360  -0.427
N 0.8153 0.5793 0.3782  -0.021
N 0.3810 -0.5352 -0.0062  -0.334
H 1.6346 2.5695 0.7868  0.293
H -1.5163 -0.3951 0.5204  0.221
H -1.3069 -0.1091 -1.2889  0.238
H -1.2390 -1.6063 -0.5664  0.241
H 0.8399 -1.4724 0.1425  0.458

Below is a 2-piece molecular cluster, C5H12NO2PS overall, with properties calculated with ωB97M-V/def2-TZVPD.

Results
charge = 0
orbital gap = 9.7920 eV
energy above the lowest of the compared OMol25 structures with the same formula, charge and spin = 201.0 kJ/mol
energy = -1142.4854 hartree

Last column: natural (NBO) charge in e.
Geometry (Å):
C -1.9477 -1.1069 -0.4755  0.575
C -1.9848 -2.4053 -1.1606  -0.695
C 0.1190 2.5771 0.6119  -0.582
C 3.1922 -1.1219 0.7124  -0.680
C -1.1967 2.1850 -0.0666  -0.835
N -2.8503 -0.2079 -0.4012  -0.799
O -0.8197 -0.5756 0.1691  -0.775
O -2.0921 0.8625 2.1123  -1.030
P -1.8307 0.7171 0.6925  2.224
S 3.3231 -1.0401 -1.1368  -0.104
H -2.7274 -2.2711 -1.9683  0.257
H -0.9734 -2.5964 -1.6273  0.248
H -2.1444 -3.2000 -0.4760  0.255
H 0.8613 1.8794 0.4830  0.206
H 0.5183 3.6241 0.1642  0.214
H -0.1467 2.6785 1.6293  0.225
H 2.5252 -1.8956 0.8323  0.215
H 2.8090 -0.1823 1.1105  0.224
H 4.0997 -1.2496 1.1608  0.214
H -1.2637 2.2976 -1.2126  0.260
H -1.7907 2.9432 0.3163  0.251
H 4.3205 -1.9118 -1.4698  0.132

Below is a single C2H6N2S3 molecule, with properties calculated with ωB97M-V/def2-TZVPD.

Results
charge = 0
orbital gap = 8.0655 eV
energy above the lowest of the compared OMol25 structures with the same formula, charge and spin = 235.9 kJ/mol
energy = -1383.7639 hartree

Last column: natural (NBO) charge in e.
Geometry (Å):
C -1.0517 0.8492 -0.5178  -0.303
C 0.7718 -1.0894 0.5036  -0.116
N 0.3847 1.0065 -0.6899  -0.490
N 1.1183 0.2603 0.3492  -0.495
S -1.5337 -0.9660 -0.4329  -0.155
S -1.3724 1.7143 1.0595  -0.050
S 1.5056 -2.5056 -0.2367  0.121
H -1.5703 1.4383 -1.2493  0.237
H 0.5580 -1.3495 1.6043  0.234
H 0.7321 0.8097 -1.6778  0.385
H 1.1067 0.8005 1.2408  0.407
H -2.3706 1.0278 1.4125  0.121
H 1.7216 -1.9960 -1.3654  0.106

Q: Which value of orbital gap does entry 6 give?
A: 10.3608 eV